(1)
Entry from the Open Molecules 2025 dataset: C23H19BrMnN6O2S as an isolated structure (wB97M-V/def2-TZVPD).

Summary:
**⟨S²⟩**: 6.119
**Energy above the lowest of the compared OMol25 structures with the same formula, charge and spin**: 24.64 kcal per mole
**Highest occupied orbital energy (alpha / beta)**: -10.579 / -10.617 eV
**Gap between HOMO and LUMO (alpha / beta)**: 5.71 / 6.53 eV
**Calculated total energy**: -5489.96185 hartree

```
! wB97M-V def2-TZVPD RIJCOSX def2/J DEFGRID3
* xyz 1 5
Mn 0.262 0.839 0.284
N 1.865 1.493 4.347
C 1.685 1.605 3.028
S 2.517 0.587 1.944
N 0.837 2.541 2.622
N 0.491 2.491 1.363
C 0.188 3.614 0.781
C -0.339 3.590 -0.555
C -0.673 4.753 -1.244
C -1.200 4.649 -2.517
C -1.385 3.386 -3.066
C -1.015 2.279 -2.327
N -0.493 2.367 -1.104
H 2.553 0.857 4.704
H 1.367 2.106 4.971
H 0.315 4.539 1.326
H -0.512 5.712 -0.771
H -1.471 5.535 -3.075
H -1.809 3.260 -4.051
H -1.142 1.284 -2.736
N 2.202 0.680 -1.005
C 1.853 -0.027 -2.199
C 2.647 -0.075 -3.313
C 2.273 -0.845 -4.430
C 1.121 -1.579 -4.415
C 0.257 -1.517 -3.300
C -0.970 -2.212 -3.234
C -1.788 -2.036 -2.152
C -1.399 -1.150 -1.140
N -0.249 -0.505 -1.156
C 0.607 -0.698 -2.202
H 2.955 1.339 -1.159
H 2.511 0.030 -0.281
H 3.587 0.463 -3.327
H 2.923 -0.871 -5.295
H 0.846 -2.200 -5.257
H -1.253 -2.871 -4.046
H -2.732 -2.554 -2.064
H -2.049 -0.969 -0.292
Br -3.005 -2.386 6.221
C -1.997 -2.879 4.688
C -1.760 -4.221 4.432
C -1.010 -4.579 3.321
C -0.500 -3.604 2.480
C -0.757 -2.263 2.744
C -1.512 -1.892 3.851
C -0.216 -1.224 1.831
O 0.760 -1.448 1.100
O -0.807 -0.076 1.789
H -2.158 -4.977 5.094
H -0.815 -5.625 3.124
H 0.103 -3.867 1.621
H -1.707 -0.847 4.050
*
```

(2)
Entry from the Open Molecules 2025 dataset: CF3LuMgNO3S3 as an isolated structure (wB97M-V/def2-TZVPD).

Summary:
**Energy above the lowest of the compared OMol25 structures with the same formula, charge and spin**: 94.58 kcal per mole
**Highest occupied orbital energy (alpha / beta)**: -11.815 / -10.939 eV
**Gap between HOMO and LUMO (alpha / beta)**: 5.44 / 4.61 eV
**Calculated total energy**: -3247.88806 hartree

```
! wB97M-V def2-TZVPD RIJCOSX def2/J DEFGRID3
* xyz 1 1
Mg 2.141 -0.369 1.415
N 0.113 1.160 -0.582
S 0.382 2.116 0.841
O 1.959 1.625 1.070
S -0.371 -0.368 -0.262
O 0.170 -0.805 1.108
O 0.402 -1.915 -1.643
C -2.202 -0.278 0.089
F -2.482 0.536 1.089
F -2.808 0.142 -1.010
F -2.624 -1.499 0.384
Lu 2.549 1.389 -1.040
S 2.769 -1.734 -1.459
*
```

(3)
Entry from the Open Molecules 2025 dataset: a 3-piece molecular cluster, C3H11NO4 overall (wB97M-V/def2-TZVPD).

Summary:
**⟨S²⟩**: 0.755
**Energy above the lowest of the compared OMol25 structures with the same formula, charge and spin**: 66.21 kcal per mole
**Highest occupied orbital energy (alpha / beta)**: -14.894 / -14.892 eV
**Gap between HOMO and LUMO (alpha / beta)**: 11.56 / 5.97 eV
**Calculated total energy**: -476.22283 hartree

```
! wB97M-V def2-TZVPD RIJCOSX def2/J DEFGRID3
* xyz 1 2
C -1.000 -1.740 0.042
N -0.293 -0.409 0.103
C 1.132 -0.440 0.632
C 1.613 1.044 0.836
O 1.266 1.560 1.949
O 2.246 1.651 0.044
H -2.029 -1.633 -0.073
H -0.728 -2.443 0.803
H -0.803 -2.216 -0.962
H -0.217 -0.030 -0.752
H 1.961 -0.976 0.042
H 0.900 -0.940 1.632
H 1.158 2.637 1.828
H 1.597 0.702 -3.384
H 1.383 -0.739 -3.425
O 1.507 -0.130 -2.770
H -2.893 1.371 0.497
H -3.234 1.181 1.858
O -3.565 1.548 1.098
*
```

(4)
Entry from the Open Molecules 2025 dataset: one molecule with the formula C5H7NO (wB97M-V/def2-TZVPD).

Summary:
**Energy above the lowest of the compared OMol25 structures with the same formula, charge and spin**: 37.08 kcal per mole
**Structure (SMILES)**: C1=N[C@H]2C[C@H]2CO1
**Highest occupied orbital energy**: -9.424 eV
**Gap between HOMO and LUMO**: 10.47 eV
**Calculated total energy**: -324.66537 hartree

```
! wB97M-V def2-TZVPD RIJCOSX def2/J DEFGRID3
* xyz 0 1
C 0.670 -0.637 1.294
C -0.208 -0.947 0.106
C -1.355 -0.003 -0.168
O -1.059 0.952 -1.198
C 0.164 1.517 -1.103
N 1.210 1.049 -0.560
C 1.138 -0.305 -0.087
H 0.362 0.187 1.933
H 1.152 -1.462 1.811
H -0.339 -1.982 -0.196
H -1.605 0.575 0.730
H -2.253 -0.526 -0.500
H 0.176 2.497 -1.578
H 1.946 -0.914 -0.484
*
```

(5)
Entry from the Open Molecules 2025 dataset: a 15-piece molecular cluster, C21H8B3Cl56F2NO5 overall (wB97M-V/def2-TZVPD).

Summary:
**Highest occupied orbital energy**: -8.006 eV
**Gap between HOMO and LUMO**: 7.57 eV
**Calculated total energy**: -27280.96789 hartree

```
! wB97M-V def2-TZVPD RIJCOSX def2/J DEFGRID3
* xyz 0 1
C -1.605 -2.529 0.284
C -1.468 -3.128 -0.981
C -1.120 -2.230 -2.207
B -2.320 -1.176 -2.359
O -1.967 0.196 -2.271
B -3.084 1.018 -2.013
C -2.779 2.478 -1.413
C -2.277 2.478 -0.162
O -4.424 0.624 -2.203
B -4.577 -0.761 -1.994
N -5.745 -1.191 -1.187
C -6.426 -0.065 -0.551
O -7.551 0.105 -0.781
F -5.783 0.786 0.293
C -5.409 -2.153 -0.187
O -5.146 -3.263 -0.389
F -5.439 -1.763 1.139
O -3.651 -1.599 -2.597
H -2.601 -2.400 0.768
H -0.669 -2.136 0.751
H -1.581 -4.222 -1.149
H -0.949 -2.806 -3.150
H -0.154 -1.693 -1.980
H -2.933 3.412 -1.996
H -2.251 1.528 0.418
H -1.830 3.370 0.321
C 1.666 3.225 -1.831
Cl 2.276 3.119 -0.170
Cl 3.019 3.150 -2.976
Cl 0.563 1.873 -2.121
Cl 0.800 4.758 -2.045
C 5.365 0.098 -0.091
Cl 5.189 -1.622 0.286
Cl 6.849 0.357 -1.023
Cl 3.967 0.629 -1.036
Cl 5.445 1.032 1.415
C -5.937 3.711 -4.305
Cl -6.858 5.182 -4.657
Cl -5.699 2.791 -5.802
Cl -4.358 4.151 -3.625
Cl -6.829 2.721 -3.139
C -5.228 5.774 -0.081
Cl -5.387 4.060 0.324
Cl -3.762 6.025 -1.049
Cl -6.643 6.293 -1.013
Cl -5.120 6.726 1.410
C 0.031 -4.750 2.585
Cl 0.640 -5.516 4.061
Cl 0.793 -3.160 2.377
Cl 0.412 -5.773 1.189
Cl -1.722 -4.545 2.704
C -3.639 8.766 4.679
Cl -2.665 7.287 4.647
Cl -5.193 8.466 3.882
Cl -3.923 9.252 6.359
Cl -2.777 10.058 3.828
C 2.359 5.857 3.105
Cl 2.336 6.493 1.452
Cl 3.750 6.523 3.975
Cl 0.865 6.320 3.938
Cl 2.483 4.089 3.056
C -5.299 -6.513 4.469
Cl -5.656 -6.874 6.167
Cl -5.363 -4.761 4.210
Cl -3.681 -7.104 4.064
Cl -6.497 -7.306 3.432
C 8.864 4.288 -1.745
Cl 7.947 5.763 -2.098
Cl 9.145 3.394 -3.248
Cl 10.420 4.720 -1.015
Cl 7.944 3.275 -0.621
C 4.749 -3.982 5.200
Cl 4.506 -5.700 5.560
Cl 6.281 -3.764 4.339
Cl 3.436 -3.396 4.165
Cl 4.775 -3.058 6.711
C -8.277 -2.028 3.896
Cl -7.087 -2.168 2.588
Cl -7.652 -0.939 5.147
Cl -9.791 -1.375 3.247
Cl -8.579 -3.626 4.601
C 9.702 4.088 -7.369
Cl 8.187 3.281 -6.927
Cl 9.532 4.830 -8.969
Cl 10.074 5.340 -6.173
Cl 11.015 2.899 -7.405
C 6.592 -5.366 -0.255
Cl 7.548 -6.855 -0.268
Cl 5.047 -5.621 -1.108
Cl 6.260 -4.900 1.423
Cl 7.501 -4.078 -1.065
C 5.805 -9.752 -3.133
Cl 5.568 -8.123 -2.476
Cl 4.239 -10.571 -3.263
Cl 6.549 -9.642 -4.737
Cl 6.866 -10.674 -2.052
*
```

(6)
Entry from the Open Molecules 2025 dataset: C5H12O as an isolated structure (wB97M-V/def2-TZVPD).

Summary:
**Energy above the lowest of the compared OMol25 structures with the same formula, charge and spin**: 110.36 kcal per mole
**Highest occupied orbital energy**: -6.778 eV
**Gap between HOMO and LUMO**: 7.58 eV
**Calculated total energy**: -272.77279 hartree

```
! wB97M-V def2-TZVPD RIJCOSX def2/J DEFGRID3
* xyz 0 1
C -1.758 0.817 1.113
C -0.285 0.490 0.985
C 0.286 0.386 -0.336
C 1.751 0.615 -0.564
C 0.367 -1.904 -0.518
O -0.435 0.618 -1.440
H -2.034 1.797 0.680
H -2.052 0.856 2.168
H -2.402 0.054 0.643
H 0.024 -0.792 0.532
H 0.392 0.932 1.718
H 2.356 0.185 0.237
H 1.894 1.707 -0.568
H 2.070 0.217 -1.530
H 1.100 -2.443 0.101
H 0.713 -1.892 -1.560
H -0.612 -2.405 -0.476
H -1.369 0.732 -1.192
*
```

Copy entry 2 word for word.
Entry from the Open Molecules 2025 dataset: CF3LuMgNO3S3 as an isolated structure (wB97M-V/def2-TZVPD).

Summary:
**Energy above the lowest of the compared OMol25 structures with the same formula, charge and spin**: 94.58 kcal per mole
**Highest occupied orbital energy (alpha / beta)**: -11.815 / -10.939 eV
**Gap between HOMO and LUMO (alpha / beta)**: 5.44 / 4.61 eV
**Calculated total energy**: -3247.88806 hartree

```
! wB97M-V def2-TZVPD RIJCOSX def2/J DEFGRID3
* xyz 1 1
Mg 2.141 -0.369 1.415
N 0.113 1.160 -0.582
S 0.382 2.116 0.841
O 1.959 1.625 1.070
S -0.371 -0.368 -0.262
O 0.170 -0.805 1.108
O 0.402 -1.915 -1.643
C -2.202 -0.278 0.089
F -2.482 0.536 1.089
F -2.808 0.142 -1.010
F -2.624 -1.499 0.384
Lu 2.549 1.389 -1.040
S 2.769 -1.734 -1.459
*
```

What did the sixth record say?
Entry from the Open Molecules 2025 dataset: C5H12O as an isolated structure (wB97M-V/def2-TZVPD).

Summary:
**Energy above the lowest of the compared OMol25 structures with the same formula, charge and spin**: 110.36 kcal per mole
**Highest occupied orbital energy**: -6.778 eV
**Gap between HOMO and LUMO**: 7.58 eV
**Calculated total energy**: -272.77279 hartree

```
! wB97M-V def2-TZVPD RIJCOSX def2/J DEFGRID3
* xyz 0 1
C -1.758 0.817 1.113
C -0.285 0.490 0.985
C 0.286 0.386 -0.336
C 1.751 0.615 -0.564
C 0.367 -1.904 -0.518
O -0.435 0.618 -1.440
H -2.034 1.797 0.680
H -2.052 0.856 2.168
H -2.402 0.054 0.643
H 0.024 -0.792 0.532
H 0.392 0.932 1.718
H 2.356 0.185 0.237
H 1.894 1.707 -0.568
H 2.070 0.217 -1.530
H 1.100 -2.443 0.101
H 0.713 -1.892 -1.560
H -0.612 -2.405 -0.476
H -1.369 0.732 -1.192
*
```

What is the formula in the first record?
C23H19BrMnN6O2S